1.
A gas-phase ion, C5H11BrN (charge +1), computed with ωB97M-V with the def2-TZVPD basis set.

Element x y z (Å)
C 0.14969 -1.33721 -1.46896
C -0.86419 1.41647 -1.06495
C 1.67382 0.39267 1.13361
C -1.08223 0.18743 -0.15130
C 0.98670 -0.85896 0.76500
N 0.08997 -0.72999 -0.31734
Br 1.62255 -2.58139 -1.94754
H -0.36367 -1.01593 -2.37823
H 0.09568 1.78133 -0.71460
H -0.64826 1.07716 -2.05170
H -1.62569 2.22691 -0.98749
H 2.20982 0.74282 0.28459
H 0.93058 1.18382 1.22102
H 2.22594 0.21843 2.02216
H -1.88581 -0.40351 -0.53860
H -1.33552 0.55015 0.88014
H 0.39861 -1.21224 1.61350
H 1.77775 -1.61123 0.58610

Cartesian forces, eV/Å:
3.161 -0.228 0.594
0.543 0.047 1.482
-1.467 1.420 -0.933
-0.954 1.293 -0.664
1.198 -2.368 1.721
-1.282 -0.552 -2.710
-1.879 1.445 0.719
-0.639 -0.330 0.704
0.078 0.785 -0.067
-0.441 0.090 -1.000
0.492 -0.943 -0.154
1.339 0.116 -0.427
0.017 0.150 0.882
0.672 0.267 0.625
-0.848 -0.162 0.208
0.875 -1.005 -0.710
-0.076 -0.123 0.026
-0.787 0.099 -0.297

Summary:
Total charge: +1
2S+1: 1
Kohn-Sham gap (eV): 10.11
LUMO (eV): -5.20
ΔE to the lowest compared entry with this formula, charge and spin (kcal/mol): 37.4

---

2.
A gas-phase ion, C5H11BrN (charge +1), computed with ωB97M-V with the def2-TZVPD basis set.

Element x y z (Å)
C -0.74424 2.84141 0.13529
C -0.20915 1.71683 0.53190
C 1.61672 -0.73612 -0.43653
C -0.61786 0.20214 -0.50314
C 0.15019 -1.10261 -0.51646
N -0.29833 -1.82459 0.80818
Br -2.51966 -0.08548 -0.22274
H -0.53013 3.77036 0.71682
H -1.32995 2.73967 -0.76979
H 0.18969 1.51657 1.53932
H 2.03015 -0.17053 0.44187
H 1.85390 -0.18987 -1.41318
H 2.35925 -1.62898 -0.48706
H -0.65427 0.74954 -1.53854
H 0.01044 -1.83635 -1.44144
H -1.14862 -2.40833 0.47228
H -0.57219 -1.05467 1.35674
H 0.41404 -2.49897 1.32646

Cartesian forces, eV/Å:
0.529 0.157 0.089
-0.406 -4.006 -0.103
3.048 -0.888 -1.206
-0.814 4.516 -1.215
1.352 -0.631 0.056
0.696 -3.830 -2.091
-0.391 -0.314 0.130
-0.666 -0.796 -0.789
-0.044 1.019 -0.136
0.285 0.109 -0.791
-1.117 -0.118 -0.795
-0.264 -0.383 1.498
-1.586 1.016 -0.006
0.648 -1.495 1.824
-0.253 1.700 2.105
1.386 1.265 1.381
-0.784 0.741 1.600
-1.621 1.937 -1.550

Summary:
Total charge: +1
2S+1: 1
Kohn-Sham gap (eV): 10.04
LUMO (eV): -3.58
ΔE to the lowest compared entry with this formula, charge and spin (kcal/mol): 71.7

---

3.
C5H11Cl in the gas phase, computed with ωB97M-V with the def2-TZVPD basis set.

Element x y z (Å)
C -0.24697 0.97518 -1.18292
C 0.04866 0.90628 1.33031
C 0.97980 -0.94883 -0.01423
C -1.43663 -0.87705 0.14120
C -0.19607 0.01818 0.04790
Cl -2.96793 -0.07586 -0.11082
H -0.69803 0.40607 -2.02242
H 0.73527 1.30508 -1.56800
H -0.90603 1.81677 -1.27982
H 0.15691 0.16976 2.16610
H -0.76782 1.62849 1.29235
H 0.85996 1.58909 1.07480
H 1.01035 -1.47792 0.91458
H 0.78939 -1.72021 -0.73583
H 1.83138 -0.47766 -0.11773
H -1.37233 -1.57880 -0.74612
H -1.34906 -1.25953 1.11307

Cartesian forces, eV/Å:
0.221 -1.691 -1.795
-1.132 -0.925 -1.735
-4.372 -1.931 0.380
4.804 -2.059 -0.389
1.243 2.015 -0.354
-5.405 2.968 -0.916
0.565 -0.217 0.109
-0.227 -0.246 0.556
-0.419 0.742 1.263
-0.052 1.486 -0.166
-0.493 -0.324 1.163
0.728 -0.635 0.541
0.075 -0.355 0.791
0.343 -0.188 -0.770
4.567 2.405 -0.904
-0.066 0.345 0.956
-0.379 -1.391 1.271

Summary:
Total charge: 0
2S+1: 3
Kohn-Sham gap (alpha / beta) (eV): 4.28 / 6.81
LUMO (alpha / beta) (eV): 0.69 / -4.29

---

4.
C5H11Cl2N in the gas phase, computed with ωB97M-V with the def2-TZVPD basis set.

Element x y z (Å)
C -2.06851 0.01408 0.55972
C 1.09685 -0.30874 1.75321
C 0.40782 0.75904 -1.89933
C -1.01478 -0.52245 -0.40692
C 1.44158 -0.01247 0.32048
N 0.08003 0.41974 -0.53614
Cl 2.15501 -1.45760 -0.46015
Cl 2.55418 1.33121 0.22017
H -2.40606 0.99098 0.22617
H -2.92122 -0.65809 0.59141
H -1.66878 0.12068 1.56263
H 2.00211 -0.56494 2.29913
H 0.64774 0.57275 2.20261
H 0.40587 -1.14527 1.81844
H 1.25414 1.44040 -1.92226
H 0.63350 -0.11192 -2.52754
H -0.44990 1.28673 -2.31594
H -0.67475 -1.51527 -0.09610
H -1.47483 -0.63886 -1.38958

Cartesian forces, eV/Å:
0.094 -0.226 -0.218
-0.014 -0.006 0.049
0.008 -0.007 -0.166
-0.259 0.083 0.308
-3.333 0.462 -2.031
3.245 -0.320 2.145
0.134 -0.088 0.043
0.300 0.261 0.073
-0.044 0.115 -0.024
-0.180 -0.092 0.081
0.035 0.008 0.139
0.039 -0.012 -0.016
-0.030 0.067 -0.003
-0.031 -0.042 -0.039
-0.033 -0.003 -0.068
0.008 -0.016 -0.035
-0.019 -0.020 -0.122
0.038 -0.051 -0.080
0.043 -0.114 -0.037

Summary:
Total charge: 0
2S+1: 1
Kohn-Sham gap (eV): 9.71
LUMO (eV): 0.82
ΔE to the lowest compared entry with this formula, charge and spin (kcal/mol): 15.0

---

5.
A molecular structure, C5H11Cl8OY, computed with ωB97M-V with the def2-TZVPD basis set.

Element x y z (Å)
Y 0.26430 -7.54471 21.86214
C -0.71427 -8.84018 18.85591
O -0.03981 -8.73802 20.11296
H 0.02807 -9.02921 18.07987
H -1.41010 -9.68054 18.88277
H -1.25416 -7.93026 18.59326
C -4.02150 -12.38515 17.54421
Cl -5.76387 -12.52029 17.81487
Cl -3.18361 -13.82024 18.14275
H -3.86793 -12.32214 16.47342
H -3.66163 -11.48566 18.03038
C 2.08940 -8.62460 15.71592
Cl 2.22589 -8.64832 13.96781
Cl 1.45606 -7.07226 16.33142
H 1.39694 -9.41523 15.98164
H 3.08212 -8.77325 16.12089
C -2.77619 -7.95297 15.61305
Cl -2.43382 -9.68760 15.54460
Cl -1.54498 -7.00441 14.76004
H -3.73759 -7.74974 15.16051
H -2.73451 -7.62137 16.64225
C -0.38219 -12.56216 20.38755
Cl 0.19524 -14.17451 20.02691
Cl -1.81722 -12.54244 21.43561
H 0.39078 -12.03171 20.93439
H -0.61652 -12.03226 19.47131

Cartesian forces, eV/Å:
-0.714 -3.298 -4.540
-0.124 -0.496 -0.838
0.603 3.561 4.803
0.050 0.053 0.099
0.048 0.027 0.194
0.085 0.096 0.219
-0.409 -0.203 -0.295
0.037 0.170 0.051
0.256 0.178 0.075
0.071 -0.022 0.000
0.066 -0.101 0.157
0.064 -0.138 -0.405
-0.042 0.138 -0.054
0.159 -0.070 0.246
0.015 0.039 0.194
-0.050 -0.003 0.169
0.379 0.389 -0.205
0.013 -0.007 0.149
-0.227 -0.107 -0.082
-0.069 -0.123 0.006
-0.246 -0.130 0.097
0.167 0.115 0.193
-0.091 0.080 -0.020
-0.047 0.134 -0.037
0.129 -0.085 -0.048
-0.123 -0.193 -0.127

Summary:
Total charge: +2
2S+1: 1
Kohn-Sham gap (eV): 2.55
LUMO (eV): -12.04
ΔE to the lowest compared entry with this formula, charge and spin (kcal/mol): 26.3

---

6.
A molecular structure, C5H11ClCrFeNSe, computed with ωB97M-V with the def2-TZVPD basis set.

Element x y z (Å)
Cr -0.61985 0.25918 2.44065
Cl -2.55460 -0.21058 3.39915
C 1.23641 -0.78192 2.57903
H 2.10777 -0.08498 2.64054
H 1.47261 -1.56879 1.82589
H 1.20140 -1.29159 3.59336
Fe -0.39539 -0.34398 -1.16677
C -1.42952 0.90217 -2.21963
C -0.53228 -2.21064 -1.60620
C 1.01495 -0.16210 -2.25967
H 0.49103 -2.58995 -1.80381
H -1.01438 -2.79819 -0.78132
H -1.13476 -2.30581 -2.53267
H -0.71846 1.63129 -2.65552
H -1.92219 0.32141 -3.02903
H -2.20470 1.40820 -1.58346
H 1.89160 -0.77188 -1.87695
H 1.44667 0.89139 -2.04706
Se 0.97310 4.67117 2.70232
C 0.53132 3.07310 2.31214
N 0.15925 1.96252 2.06902

Cartesian forces, eV/Å:
1.038 -0.685 0.073
-0.909 -0.388 0.278
0.249 -0.313 0.579
-0.629 -0.393 -0.227
-0.133 0.416 0.420
-0.052 0.322 -0.983
-0.369 -0.025 0.031
-0.784 1.403 -0.167
0.204 -1.826 0.288
3.066 1.360 1.553
-0.741 -0.179 0.156
0.360 0.320 -0.570
0.283 0.146 0.479
-0.798 -0.140 0.144
0.310 0.300 0.471
0.534 -0.217 -0.585
-0.958 -0.173 -0.749
-1.027 -0.925 -0.816
0.708 2.093 0.423
-1.522 -4.168 -0.934
1.170 3.071 0.138

Summary:
Total charge: -1
2S+1: 9
Kohn-Sham gap (alpha / beta) (eV): 6.91 / 6.78
LUMO (alpha / beta) (eV): 2.25 / 1.50